(1)
Molecular formula: C25H33N3O5S
Method: DFT, ωB97M-V/def2-TZVPD

```
67
Properties=species:S:1:pos:R:3
O 3.281 2.043 2.099
C 2.855 1.924 0.963
C 3.706 1.354 -0.116
C 5.083 1.561 -0.060
C 5.910 1.016 -1.023
C 5.372 0.240 -2.038
C 4.006 0.010 -2.084
C 3.169 0.566 -1.133
C 1.479 2.320 0.598
C 0.491 2.282 1.578
C -0.814 2.627 1.296
C -1.155 3.039 0.012
O -2.395 3.429 -0.396
C -3.523 3.149 0.398
C -3.842 1.641 0.454
O -5.075 1.426 1.117
C -3.935 1.050 -0.961
N -3.296 -0.242 -0.983
C -4.057 -1.320 -0.397
C -3.053 -2.378 0.108
N -1.773 -2.210 -0.547
S -0.738 -1.187 0.284
O 0.140 -0.571 -0.669
O -1.403 -0.339 1.226
N 0.013 -2.364 1.199
C 0.690 -1.885 2.390
C 2.053 -1.283 2.058
C 2.913 -2.314 1.331
C 2.184 -2.793 0.077
C 0.797 -3.320 0.443
C -1.898 -1.944 -1.964
C -2.673 -0.635 -2.222
C -0.158 3.123 -0.964
C 1.138 2.764 -0.680
H 5.484 2.158 0.745
H 6.976 1.190 -0.982
H 6.019 -0.191 -2.789
H 3.590 -0.607 -2.867
H 2.107 0.369 -1.158
H 0.762 1.959 2.572
H -1.552 2.563 2.079
H -4.350 3.673 -0.091
H -3.408 3.553 1.413
H -3.028 1.110 0.965
H -4.979 1.666 2.045
H -4.995 1.010 -1.258
H -3.402 1.705 -1.652
H -4.645 -0.925 0.429
H -4.748 -1.771 -1.133
H -3.413 -3.393 -0.085
H -2.863 -2.264 1.174
H 0.034 -1.142 2.843
H 0.799 -2.735 3.072
H 2.546 -0.942 2.969
H 1.895 -0.421 1.408
H 3.873 -1.873 1.059
H 3.103 -3.163 1.994
H 2.753 -3.581 -0.420
H 2.069 -1.957 -0.612
H 0.219 -3.558 -0.451
H 0.886 -4.223 1.058
H -2.409 -2.802 -2.410
H -0.890 -1.878 -2.370
H -1.978 0.156 -2.513
H -3.406 -0.786 -3.039
H -0.436 3.473 -1.947
H 1.896 2.847 -1.445
```

Values from the calculation:
**Highest occupied orbital energy**: -8.4 eV
**Energy relative to the best compared isomer or geometry (same formula, charge and spin)**: 67.2 kcal per mole
**SMILES**: O=C(c1ccccc1)c1ccc(OC[C@@H](O)CN2CCN(S(=O)(=O)N3CCCCC3)CC2)cc1
**Multiplicity**: 1
**E_LUMO**: 0.4 eV
**Net charge**: 0
**E**: -52003.1018 eV


(2)
Molecular formula: C9H15CeO5
Method: DFT, ωB97M-V/def2-TZVPD

```
30
Properties=species:S:1:pos:R:3
C -0.720 0.591 -2.506
O 0.396 0.585 -1.634
C 0.874 1.864 -1.260
C 2.225 1.628 -0.627
O 2.036 0.579 0.312
C 3.114 0.204 1.114
C 2.764 -1.104 1.749
O 1.672 -1.613 1.587
H -1.547 1.167 -2.062
H -0.435 1.036 -3.469
H -1.040 -0.449 -2.628
H 0.945 2.539 -2.124
H 2.955 1.282 -1.375
H 2.585 2.544 -0.138
H 4.037 0.073 0.520
H 3.473 -1.502 2.496
H 3.322 0.946 1.905
O -1.107 -2.587 -0.236
C -2.503 -2.643 -0.214
C -3.114 -1.340 0.200
O -3.193 -1.030 1.533
C -2.559 0.133 1.969
C -1.385 0.561 1.489
Ce 0.121 -0.931 0.197
H -2.868 -3.440 0.468
H -2.895 -2.883 -1.226
H -3.161 -0.481 -0.480
H -3.137 0.571 2.793
H -0.978 1.360 2.128
H 0.122 2.337 -0.484
```

Values from the calculation:
**Highest occupied orbital energy (spin up / spin down)**: -9.8 / -11.6 eV
**Expectation value of S²**: 2.00
**Multiplicity**: 3
**E_LUMO (spin up / spin down)**: -4.6 / -4.5 eV
**Net charge**: +1
**E**: -32732.3890 eV


(3)
Molecular formula: C22H26N2O5
Method: DFT, ωB97M-V/def2-TZVPD

```
55
Properties=species:S:1:pos:R:3
O -1.618 0.163 -0.837
C -2.361 -0.691 -1.311
C -3.639 -0.341 -1.949
C -4.536 -1.277 -2.267
C -4.262 -2.713 -1.971
O -5.178 -3.522 -2.029
C -2.865 -3.096 -1.609
C -2.383 -4.532 -1.585
O -3.079 -5.451 -2.370
C -3.073 -5.191 -3.753
O -1.818 -4.784 -4.212
C -1.739 -3.484 -4.764
C -0.729 -3.455 -5.894
O -0.012 -2.225 -5.778
C -1.999 -2.116 -1.299
H -3.827 0.707 -2.121
H -5.487 -1.037 -2.708
H -2.489 -4.880 -0.560
H -1.318 -4.544 -1.802
H -3.864 -4.484 -4.003
H -3.314 -6.140 -4.218
H -1.360 -2.796 -4.007
H -2.695 -3.117 -5.131
H -0.070 -4.317 -5.820
H -1.228 -3.468 -6.861
H 0.708 -2.261 -6.407
H -0.980 -2.364 -1.041
C 2.650 1.396 -1.653
N 2.544 1.882 -0.254
C 1.433 1.600 0.443
C 1.302 2.002 1.752
C 2.335 2.703 2.367
C 3.469 2.995 1.614
C 3.548 2.576 0.305
C 2.247 3.115 3.791
C 3.208 2.705 4.710
C 3.131 3.126 6.019
N 2.138 3.934 6.421
C 1.186 4.330 5.561
C 1.215 3.933 4.245
C 2.085 4.417 7.824
H 1.805 1.782 -2.218
H 2.635 0.310 -1.639
H 3.579 1.749 -2.085
H 0.654 1.042 -0.068
H 0.397 1.745 2.285
H 4.294 3.555 2.032
H 4.411 2.782 -0.311
H 4.020 2.052 4.420
H 3.859 2.830 6.759
H 0.413 4.976 5.952
H 0.440 4.284 3.578
H 1.130 4.128 8.255
H 2.192 5.498 7.818
H 2.896 3.969 8.388
```

Values from the calculation:
**Highest occupied orbital energy**: -13.0 eV
**Energy relative to the best compared isomer or geometry (same formula, charge and spin)**: 2.6 kcal per mole
**Multiplicity**: 1
**E_LUMO**: -7.6 eV
**Net charge**: +2
**E**: -36436.2473 eV


(4)
Molecular formula: C22H52ClO7S6
Method: DFT, ωB97M-V/def2-TZVPD

```
88
Properties=species:S:1:pos:R:3
C 4.570 2.592 0.798
C 3.599 3.196 0.379
C 2.444 3.950 0.089
C 2.699 5.161 -0.816
C 4.038 5.255 -1.543
C 4.155 4.215 -2.659
Cl 5.770 3.408 -2.682
O 1.445 3.126 -0.646
C 1.063 1.970 0.050
C 1.587 0.705 -0.639
C 0.676 0.094 -1.719
C -0.172 1.105 -2.485
H 5.548 2.282 1.079
H 1.931 5.115 -1.594
H 2.508 6.097 -0.282
H 4.057 6.230 -2.042
H 4.905 5.242 -0.887
H 3.975 4.653 -3.633
H 3.445 3.418 -2.455
H -0.035 1.941 0.050
H 1.372 2.014 1.095
H 2.522 0.994 -1.118
H 1.868 -0.049 0.097
H 1.329 -0.392 -2.450
H -0.006 -0.658 -1.314
H -1.011 1.430 -1.871
H -0.590 0.674 -3.395
H 0.384 2.000 -2.759
C -4.669 -1.043 -0.449
S -3.067 -1.551 0.191
O -2.060 -1.249 -0.869
C -3.394 -3.310 0.119
H -4.668 0.042 -0.529
H -4.834 -1.483 -1.435
H -5.448 -1.354 0.247
H -3.649 -3.601 -0.900
H -4.214 -3.548 0.797
H -2.497 -3.825 0.441
C 6.969 9.730 -3.515
S 6.115 8.342 -2.749
O 4.678 8.491 -3.078
C 6.331 8.901 -1.056
H 6.914 9.599 -4.594
H 6.481 10.663 -3.231
H 8.013 9.732 -3.199
H 5.879 9.887 -0.937
H 7.394 8.935 -0.818
H 5.831 8.184 -0.408
C 0.976 -1.945 1.658
S 0.100 -3.120 2.687
O -1.327 -3.066 2.256
C 0.234 -2.172 4.208
H 0.965 -2.316 0.636
H 0.473 -0.979 1.698
H 2.005 -1.855 2.005
H -0.212 -1.187 4.066
H 1.285 -2.078 4.480
H -0.300 -2.712 4.988
C -5.155 -7.126 1.307
S -4.144 -7.528 -0.122
O -4.016 -6.285 -0.920
C -5.372 -8.554 -0.942
H -4.582 -6.447 1.936
H -6.073 -6.639 0.978
H -5.379 -8.038 1.860
H -6.277 -7.971 -1.116
H -5.590 -9.424 -0.322
H -4.954 -8.877 -1.893
C 2.615 -6.625 -0.802
S 1.663 -5.482 0.207
O 1.603 -6.061 1.574
C 0.079 -5.807 -0.574
H 3.643 -6.607 -0.446
H 2.205 -7.630 -0.699
H 2.582 -6.302 -1.843
H -0.163 -6.866 -0.480
H 0.125 -5.514 -1.623
H -0.673 -5.209 -0.064
C -4.680 0.786 4.241
S -6.351 0.554 3.625
O -6.257 -0.409 2.499
C -6.513 2.190 2.900
H -4.362 -0.149 4.697
H -4.017 1.034 3.412
H -4.677 1.580 4.987
H -5.721 2.343 2.167
H -6.457 2.942 3.687
H -7.484 2.243 2.411
```

Values from the calculation:
**Highest occupied orbital energy**: -1.4 eV
**Multiplicity**: 1
**E_LUMO**: 1.7 eV
**Net charge**: -1
**E**: -115515.8202 eV


(5)
Molecular formula: C4H5InO2
Method: DFT, ωB97M-V/def2-TZVPD

```
12
Properties=species:S:1:pos:R:3
H -0.335 1.523 -1.254
C 0.349 -0.238 -0.570
C -0.820 0.513 -1.013
O -1.983 0.311 -0.724
In -3.667 0.950 -0.932
H 1.002 -0.617 -1.363
O 1.861 0.668 1.391
C 1.057 -0.039 0.778
C 0.245 -1.179 0.779
H 2.287 1.372 0.857
H -0.706 -1.095 1.322
H 0.710 -2.168 0.731
```

Values from the calculation:
**Highest occupied orbital energy (spin up / spin down)**: -29.6 / -28.7 eV
**Energy relative to the best compared isomer or geometry (same formula, charge and spin)**: 0.0 kcal per mole
**Multiplicity**: 1
**E_LUMO (spin up / spin down)**: -24.5 / -25.0 eV
**Net charge**: +4
**E**: -13432.1799 eV


- Which value of E does entry 2 give?
  -32732.3890 eV


- Which value of net charge does entry 2 give?
  +1